Record 1
The following is a DFT calculation (the ωB97M-V functional and the def2-TZVPD basis) of 5 unconnected molecules or ions with the total composition C22H41N2O12.

Output
calculated total energy = -51023.552 eV
frontier orbital gap = 0.26707 Eh

The geometry in ORCA input format:
```
! RIJCOSX wB97M-V def2-TZVPD def2/J DEFGRID3
* xyz 1 1
N -1.1455 -5.5330 -3.8822
C -0.4579 -5.5599 -2.5842
C -0.0316 -6.9217 -2.0957
C 0.2676 -8.0002 -2.9211
C 0.6445 -9.2208 -2.3830
C 0.7368 -9.3471 -1.0138
N 0.4732 -8.2891 -0.2370
C 0.0938 -7.1011 -0.7268
H -2.0895 -5.2136 -3.7050
H -1.2731 -6.4551 -4.2794
H -1.1364 -5.1617 -1.8311
H 0.3942 -4.8807 -2.5772
H 0.1724 -7.8559 -3.9859
H 0.8629 -10.0456 -3.0396
H 1.0252 -10.2839 -0.5674
H 0.5712 -8.4006 0.7649
H -0.1156 -6.3025 -0.0336
C -2.9254 -0.4876 0.6307
C -1.4618 -0.4478 0.2465
O -1.1389 -1.4575 -0.7278
C -1.5292 -1.1958 -1.9737
O -2.1017 -0.2118 -2.3546
O -1.1820 -2.2386 -2.7376
C -1.6126 -2.1513 -4.1010
H -3.2024 -1.4859 0.9730
H -3.1260 0.2268 1.4284
H -3.5624 -0.2423 -0.2181
H -0.8468 -0.6673 1.1169
H -1.1699 0.5342 -0.1253
H -1.2910 -1.2263 -4.5729
H -2.6976 -2.2369 -4.1568
H -1.1616 -2.9926 -4.6189
C 0.3993 3.9886 -0.0804
C -0.5165 3.8717 1.1193
O 0.1522 3.2690 2.2377
C 0.9920 4.0638 2.9038
O 1.2083 5.2228 2.6749
O 1.5461 3.3388 3.8779
C 2.5352 4.0376 4.6431
H 0.8297 3.0166 -0.3297
H -0.1483 4.3641 -0.9446
H 1.2267 4.6675 0.1193
H -1.3491 3.2102 0.8822
H -0.9340 4.8377 1.4012
H 2.1375 4.9704 5.0363
H 3.4145 4.2317 4.0316
H 2.8072 3.3826 5.4671
C 3.4124 -2.8118 6.1144
C 2.9280 -2.1635 7.3942
O 2.6873 -0.7608 7.2251
C 1.5610 -0.4427 6.5872
O 0.7370 -1.2171 6.1716
O 1.5010 0.8835 6.4975
C 0.3702 1.3840 5.7755
H 4.2916 -2.2906 5.7334
H 3.6707 -3.8557 6.2940
H 2.6451 -2.7742 5.3419
H 3.6967 -2.2340 8.1613
H 2.0319 -2.6509 7.7780
H -0.5596 0.9948 6.1867
H 0.4567 1.1320 4.7224
H 0.3813 2.4609 5.8831
C -0.9825 8.6368 -5.2166
C -0.2004 7.5692 -5.9511
O 0.1312 6.4632 -5.0958
C -0.8641 5.6199 -4.8390
O -1.9850 5.6826 -5.2711
O -0.4013 4.6725 -4.0178
C -1.3884 3.7314 -3.5963
H -0.4416 8.9594 -4.3260
H -1.1437 9.4990 -5.8632
H -1.9535 8.2622 -4.8959
H 0.7543 7.9696 -6.2862
H -0.7360 7.2105 -6.8298
H -1.8984 3.2848 -4.4468
H -2.1111 4.2144 -2.9390
H -0.8740 2.9507 -3.0420
*
```


Record 2
The following is a DFT calculation (the ωB97M-V functional and the def2-TZVPD basis) of a molecular structure, C7H24GdN4O5.

Output
calculated total energy = -44672.015 eV
energy relative to the best compared isomer or geometry (same formula, charge and spin) = 2.72 kcal per mole
frontier orbital gap (spin up / spin down) = 0.19905 / 0.16645 Eh

The geometry in ORCA input format:
```
! RIJCOSX wB97M-V def2-TZVPD def2/J DEFGRID3
* xyz 1 8
O 0.5744 -2.9793 1.6937
H 0.9141 -3.7997 2.0829
Gd 0.1686 0.1380 0.7184
N 0.8656 0.9837 -1.2935
N 0.4184 -1.4046 -0.9248
O 1.1540 2.4035 -1.3470
O -0.1959 -2.6838 -0.7395
C 1.1019 0.2463 -2.4030
C 0.8519 -1.1315 -2.1817
C 1.5794 0.7859 -3.6981
C 0.9943 -2.1742 -3.2207
H 1.9797 1.8061 -3.6350
H 0.7650 0.7747 -4.4409
H 2.3828 0.1474 -4.0961
H 0.4724 -3.0843 -2.9095
H 2.0575 -2.4149 -3.3733
H 0.5868 -1.8319 -4.1834
H 0.9184 2.6686 -2.2560
H 0.1240 -2.9884 0.1740
O -2.1077 0.1433 -0.5595
H -2.1153 0.6185 -1.4154
H -2.4124 -0.7557 -0.7905
C 1.4140 -1.8283 2.0849
H 0.8077 -1.1447 2.7307
H 1.8770 -1.3294 1.1920
H 2.2678 -2.1640 2.6944
O 1.9132 2.0722 1.1266
H 2.0938 2.5264 0.2791
H 2.6143 2.3261 1.7554
N -1.7341 -0.4221 2.2339
C -2.6861 0.7110 2.5842
C -1.9617 2.0348 2.5705
N -1.1622 2.1834 1.3041
H -2.2596 -1.1850 1.7989
H -1.3534 -0.8539 3.0838
H -3.4927 0.6954 1.8419
H -3.1252 0.5452 3.5740
H -2.6794 2.8620 2.6546
H -1.2562 2.1084 3.4064
H -0.5594 3.0056 1.3582
H -1.7959 2.3889 0.5255
*
```


Record 3
The following is a DFT calculation (the ωB97M-V functional and the def2-TZVPD basis) of 4 unconnected molecules or ions with the total composition C2H9N3S.

Output
calculated total energy = -17517.011 eV
energy relative to the best compared isomer or geometry (same formula, charge and spin) = 6.42 kcal per mole
frontier orbital gap (spin up / spin down) = 0.26341 / 0.24213 Eh

The geometry in ORCA input format:
```
! RIJCOSX wB97M-V def2-TZVPD def2/J DEFGRID3
* xyz 0 3
C -1.2445 -0.4785 0.4976
C 0.0789 -0.9453 -1.3722
N 1.8728 0.3013 1.0444
N 0.1459 1.6395 2.1565
N -0.5544 -0.0349 -0.4558
S 0.8891 1.4416 0.8504
H 2.1962 0.9577 -0.4377
H -1.3563 -1.5947 0.7958
H -1.6277 0.3132 1.2772
H 0.1443 -1.9418 -1.0120
H -0.5879 -0.9088 -2.3366
H 1.0623 -0.6973 -1.5349
H 1.9874 -0.1329 2.0009
H -0.4049 2.4562 2.2231
H 2.2975 1.5326 -1.1115
*
```